Record 1
{
  "formula": "C10H4BrClIIrN2OS",
  "method": "the ωB97M-V functional and the def2-TZVPD basis",
  "elements": ["Ir", "Cl", "C", "C", "C", "I", "C", "O", "C", "N", "C", "C", "C", "C", "H", "H", "H", "H", "S", "C", "N", "Br"],
  "coordinates": [[-0.18, -0.13, 0.17], [3.79, 3.79, -3.72], [2.48, 3.16, -2.85], [1.28, 3.85, -2.83], [0.16, 3.37, -2.15], [-1.61, 4.39, -2.14], [0.27, 2.14, -1.46], [-0.68, 1.58, -0.82], [1.52, 1.44, -1.47], [1.52, 0.29, -0.76], [2.61, -0.48, -0.76], [3.76, -0.09, -1.44], [3.79, 1.10, -2.14], [2.64, 1.90, -2.16], [1.22, 4.78, -3.36], [2.55, -1.40, -0.19], [4.62, -0.74, -1.41], [4.68, 1.41, -2.67], [-0.77, -1.24, -1.74], [-1.19, -2.74, -1.11], [-1.48, -3.79, -0.71], [-0.18, -1.34, 2.16]],
  "mulliken_spin": [0.068, 0.064, 0.210, -0.089, 0.165, 0.077, 0.138, 0.247, 0.050, 0.017, -0.009, 0.005, 0.036, 0.007, 0.001, -0.002, 0.000, 0.005, -0.010, 0.000, 0.000, 0.019],
  "gap_ev": [7.0, 5.2],
  "spin_multiplicity": 2,
  "de_lowest_kcal_mol": 0.0,
  "total_charge": 1
}

---

Record 2
{
  "formula": "C4H12",
  "method": "the ωB97M-V functional and the def2-TZVPD basis",
  "elements": ["C", "C", "H", "H", "H", "H", "H", "H", "C", "C", "H", "H", "H", "H", "H", "H"],
  "coordinates": [[1.96, 0.25, 0.08], [2.32, 0.16, 1.53], [2.14, 1.25, -0.31], [2.72, -0.42, -0.41], [0.96, -0.04, -0.21], [1.79, 0.99, 2.10], [2.05, -0.82, 1.90], [3.34, 0.44, 1.84], [-2.07, -0.63, -1.49], [-2.23, 0.16, -0.22], [-2.18, -1.69, -1.30], [-2.77, -0.21, -2.22], [-1.05, -0.52, -1.88], [-1.68, 1.11, -0.16], [-2.02, -0.47, 0.66], [-3.27, 0.45, 0.08]],
  "mulliken_spin": [0.082, 0.158, -0.006, 0.142, 0.042, 0.138, -0.005, 0.069, 0.042, 0.094, -0.002, 0.051, 0.035, 0.028, 0.045, 0.089],
  "gap_ev": [13.6, 3.0],
  "spin_multiplicity": 2,
  "de_lowest_kcal_mol": 16.4,
  "total_charge": 1
}

---

Record 3
{
  "formula": "C4H8O2",
  "method": "the ωB97M-V functional and the def2-TZVPD basis",
  "elements": ["C", "C", "O", "C", "C", "O", "H", "H", "H", "H", "H", "H", "H", "H"],
  "coordinates": [[-1.95, 0.25, 0.56], [-0.80, -0.26, -0.27], [-0.97, -0.79, -1.35], [0.62, -0.12, 0.31], [1.67, -0.51, -0.72], [0.82, 1.17, 0.87], [-2.52, -0.61, 0.93], [-2.62, 0.83, -0.09], [-1.62, 0.86, 1.40], [0.68, -0.80, 1.17], [1.52, -1.55, -1.04], [2.67, -0.40, -0.29], [1.59, 0.12, -1.61], [0.89, 1.80, 0.14]],
  "lowdin_charge": [-0.007, -0.393, 0.083, -0.380, -0.045, -0.031, 0.093, 0.089, 0.075, 0.156, 0.088, 0.083, 0.087, 0.102],
  "gap_ev": 10.3,
  "smiles": "CC(=O)[C@@H](C)O",
  "de_lowest_kcal_mol": 19.4
}

---

Record 4
{
  "formula": "C26H76AgBN5O10",
  "method": "the ωB97M-V functional and the def2-TZVPD basis",
  "elements": ["Ag", "C", "C", "O", "H", "H", "H", "H", "H", "B", "H", "H", "H", "H", "C", "C", "O", "O", "H", "H", "H", "H", "H", "H", "C", "C", "O", "O", "H", "H", "H", "H", "H", "H", "C", "C", "C", "O", "C", "N", "H", "H", "H", "H", "H", "H", "H", "H", "H", "H", "H", "C", "C", "C", "O", "C", "N", "H", "H", "H", "H", "H", "H", "H", "H", "H", "H", "H", "C", "C", "C", "O", "C", "N", "H", "H", "H", "H", "H", "H", "H", "H", "H", "H", "H", "C", "C", "C", "O", "C", "N", "H", "H", "H", "H", "H", "H", "H", "H", "H", "H", "H", "C", "C", "C", "O", "C", "N", "H", "H", "H", "H", "H", "H", "H", "H", "H", "H", "H"],
  "coordinates": [[1.27, -1.79, 1.93], [-1.19, 0.66, -0.82], [-0.19, 0.49, 0.30], [-0.48, -0.57, 1.18], [-2.16, 0.21, -0.57], [-1.00, -0.03, -1.66], [-1.29, 1.64, -1.28], [-0.24, 1.42, 0.88], [0.78, 0.29, -0.17], [0.16, -3.87, 2.75], [0.54, -4.40, 1.80], [1.06, -3.34, 3.21], [-0.51, -3.01, 2.43], [-0.26, -4.65, 3.49], [2.27, -2.10, -2.38], [1.03, -2.93, -2.07], [0.90, -3.24, -0.68], [3.40, -3.00, -2.31], [2.50, -1.31, -1.65], [2.10, -1.71, -3.38], [1.01, -3.86, -2.64], [0.12, -2.35, -2.27], [1.79, -3.40, -0.35], [3.63, -3.04, -1.37], [-3.62, -0.76, 1.75], [-3.41, -0.18, 3.14], [-2.13, 0.40, 3.30], [-2.87, -1.94, 1.54], [-3.37, 0.00, 1.00], [-4.67, -1.06, 1.67], [-3.58, -1.03, 3.82], [-4.23, 0.46, 3.48], [-1.55, 0.02, 2.62], [-1.95, -1.62, 1.45], [-7.16, -4.33, -1.12], [-5.64, -4.26, -1.33], [-5.08, -2.89, -1.62], [-3.84, -3.02, -2.27], [-3.45, -1.91, -3.04], [-5.05, -4.74, -0.07], [-7.74, -3.75, -1.85], [-7.49, -3.96, -0.15], [-7.57, -5.33, -1.25], [-5.44, -4.94, -2.15], [-5.11, -2.18, -0.78], [-5.74, -2.30, -2.28], [-2.59, -2.16, -3.66], [-3.17, -1.11, -2.34], [-4.26, -1.55, -3.68], [-5.41, -4.32, 0.77], [-5.11, -5.74, -0.01], [-0.53, 3.72, 4.74], [-1.04, 4.19, 3.40], [-0.08, 3.92, 2.24], [1.01, 4.81, 2.26], [2.21, 4.20, 1.87], [-2.34, 3.55, 3.16], [-1.23, 3.93, 5.55], [0.43, 4.20, 4.97], [-0.33, 2.64, 4.72], [-1.45, 5.21, 3.43], [-0.64, 4.06, 1.31], [0.19, 2.86, 2.36], [2.07, 3.64, 0.94], [2.54, 3.53, 2.67], [3.01, 4.92, 1.72], [-2.65, 3.54, 2.20], [-2.29, 2.55, 3.36], [1.12, 1.00, -7.73], [1.18, 1.84, -6.47], [0.90, 0.99, -5.20], [1.05, 1.74, -4.01], [-0.14, 2.40, -3.68], [2.48, 2.54, -6.29], [0.12, 0.59, -7.86], [1.81, 0.16, -7.57], [1.58, 1.52, -8.56], [0.47, 2.67, -6.59], [1.64, 0.19, -5.20], [-0.12, 0.62, -5.31], [-0.36, 3.30, -4.26], [-0.17, 2.70, -2.63], [-1.02, 1.76, -3.79], [2.38, 3.02, -5.40], [2.52, 3.23, -7.03], [3.51, 1.74, 3.67], [2.87, 0.38, 3.50], [1.69, 0.18, 4.48], [1.06, -1.08, 4.22], [0.26, -1.39, 5.35], [2.51, 0.14, 2.07], [2.72, 2.48, 3.84], [3.94, 2.06, 2.72], [4.24, 1.77, 4.47], [3.56, -0.45, 3.64], [1.00, 1.02, 4.32], [2.01, 0.31, 5.51], [-0.40, -2.21, 5.06], [-0.39, -0.54, 5.60], [0.72, -1.64, 6.30], [3.40, 0.21, 1.57], [2.07, 0.96, 1.66], [4.31, -0.58, -1.46], [2.80, -0.32, -1.23], [2.60, 1.10, -0.67], [2.89, 1.33, 0.72], [4.19, 1.72, 1.09], [2.18, -0.49, -2.54], [4.74, 0.09, -2.20], [4.35, -1.62, -1.78], [4.83, -0.48, -0.51], [2.53, -1.07, -0.47], [1.54, 1.39, -0.56], [2.80, 1.93, -1.38], [4.62, 2.63, 0.66], [4.90, 0.89, 0.96], [4.10, 1.88, 2.16], [2.35, 0.43, -2.95], [1.16, -0.42, -2.50]],
  "mulliken_spin": [-0.003, 0.001, -0.016, 0.004, 0.000, -0.002, 0.000, -0.002, 0.021, 0.000, 0.000, 0.000, 0.000, 0.000, 0.182, 0.123, -0.004, 0.106, 0.156, 0.080, -0.019, -0.005, 0.005, -0.014, 0.000, 0.000, 0.000, 0.000, 0.000, 0.000, 0.000, 0.000, 0.000, 0.000, 0.000, 0.000, 0.000, 0.000, 0.000, 0.000, 0.000, 0.000, 0.000, 0.000, 0.000, 0.000, 0.000, 0.000, 0.000, 0.000, 0.000, 0.000, 0.000, 0.000, 0.000, 0.000, 0.000, 0.000, 0.000, 0.000, 0.000, 0.000, 0.000, 0.001, 0.000, 0.000, 0.000, 0.000, 0.000, 0.001, 0.006, 0.008, 0.003, 0.000, 0.000, 0.000, 0.000, 0.000, -0.003, 0.000, 0.001, -0.001, 0.000, 0.000, 0.000, 0.000, 0.001, 0.000, 0.000, 0.000, 0.008, 0.000, 0.000, 0.000, 0.000, 0.000, 0.000, 0.000, 0.000, 0.000, 0.003, 0.001, 0.014, -0.026, 0.026, -0.002, 0.001, 0.315, -0.004, -0.001, -0.001, 0.050, -0.049, 0.006, -0.001, 0.000, 0.001, 0.094, -0.068],
  "gap_ev": [6.5, 4.8],
  "spin_multiplicity": 2,
  "de_lowest_kcal_mol": 422.5
}

---

Record 5
{
  "formula": "C8H11N11",
  "method": "the ωB97M-V functional and the def2-TZVPD basis",
  "elements": ["N", "N", "N", "N", "N", "N", "N", "C", "C", "C", "C", "C", "C", "N", "N", "N", "N", "C", "C", "H", "H", "H", "H", "H", "H", "H", "H", "H", "H", "H"],
  "coordinates": [[3.09, 2.11, -4.28], [2.21, 3.84, -2.71], [-0.05, -0.69, 3.25], [-0.91, 1.98, 1.80], [1.01, -1.22, 1.25], [1.03, 0.24, -0.57], [2.64, 2.94, -3.50], [-0.56, -1.83, 3.51], [-0.92, 2.83, 0.81], [1.34, -0.88, 0.02], [0.25, -0.35, 1.96], [0.28, 1.09, 0.13], [-0.15, 0.86, 1.40], [-0.79, -2.10, 4.79], [-0.81, -2.80, 2.64], [2.09, -1.74, -0.64], [-0.19, 2.32, -0.25], [1.71, 3.35, -1.42], [0.20, 3.04, -1.44], [-1.41, 3.80, 0.81], [-1.60, -2.66, 4.96], [-0.69, -1.25, 5.34], [-0.75, -3.70, 3.08], [-0.14, -2.63, 1.87], [2.56, -1.29, -1.41], [2.67, -2.29, 0.00], [1.94, 4.04, -0.63], [2.24, 2.45, -1.15], [-0.32, 3.98, -1.44], [-0.09, 2.43, -2.31]],
  "lowdin_charge": [0.183, 0.031, 0.155, 0.119, 0.152, 0.188, -0.201, -0.599, -0.127, -0.538, -0.251, -0.259, -0.148, 0.142, 0.156, 0.139, -0.019, -0.194, -0.124, 0.131, 0.096, 0.114, 0.107, 0.089, 0.102, 0.114, 0.110, 0.090, 0.115, 0.129],
  "gap_ev": 8.8,
  "de_lowest_kcal_mol": 0.0
}

---

Record 6
{
  "formula": "C10H23BF7NO5V",
  "method": "the ωB97M-V functional and the def2-TZVPD basis",
  "elements": ["V", "C", "O", "O", "C", "F", "F", "F", "C", "C", "H", "H", "H", "H", "H", "H", "B", "F", "F", "F", "F", "C", "C", "O", "O", "H", "H", "H", "H", "H", "H", "C", "C", "C", "O", "C", "N", "H", "H", "H", "H", "H", "H", "H", "H", "H", "H", "H"],
  "coordinates": [[-0.84, 1.04, -0.63], [2.27, 0.22, 0.81], [1.94, -1.19, 0.85], [1.20, 0.91, 0.44], [2.84, 0.69, 2.15], [3.16, 1.97, 2.12], [2.00, 0.52, 3.17], [3.95, 0.02, 2.47], [3.00, -2.12, 0.97], [2.39, -3.49, 0.65], [1.76, -3.88, 1.45], [1.88, -3.38, -0.30], [3.15, -4.25, 0.43], [3.43, -2.16, 1.97], [3.81, -1.99, 0.24], [3.07, 0.37, 0.06], [-3.30, 1.57, -1.80], [-1.99, 1.46, -2.35], [-3.64, 2.93, -1.75], [-4.20, 0.86, -2.56], [-3.14, 1.11, -0.48], [-0.40, 3.86, 0.21], [-0.32, 3.82, -1.29], [0.28, 2.59, -1.74], [-1.22, 2.79, 0.73], [-0.83, 4.84, 0.44], [0.59, 3.79, 0.66], [0.30, 4.64, -1.67], [-1.30, 3.97, -1.75], [1.22, 2.77, -1.83], [-1.49, 3.11, 1.59], [-1.15, -3.08, -1.75], [-1.33, -1.67, -1.18], [-1.25, -1.73, 0.34], [-1.53, -0.41, 0.82], [-1.65, -0.34, 2.23], [-0.23, -0.80, -1.69], [-1.91, -3.79, -1.40], [-0.25, -3.59, -1.39], [-1.18, -3.10, -2.84], [-2.27, -1.31, -1.60], [-0.28, -2.10, 0.68], [-2.08, -2.38, 0.63], [-2.02, -1.27, 2.65], [-2.39, 0.43, 2.45], [-0.71, -0.06, 2.72], [-0.01, -1.02, -2.66], [0.63, -1.14, -1.25]],
  "mulliken_spin": [2.891, -0.001, 0.005, 0.011, 0.001, -0.001, 0.000, 0.000, 0.001, 0.000, 0.000, 0.000, 0.000, 0.000, 0.000, 0.003, 0.000, 0.004, 0.000, 0.001, 0.012, 0.008, 0.020, 0.000, 0.005, 0.003, -0.006, 0.003, -0.005, 0.004, 0.003, 0.009, -0.007, 0.007, -0.012, 0.017, 0.019, 0.000, -0.001, 0.000, 0.002, -0.005, 0.006, 0.001, -0.002, -0.003, 0.007, 0.000],
  "gap_ev": [7.6, 8.8],
  "spin_multiplicity": 4,
  "de_lowest_kcal_mol": 9.8
}

---

Record 7
{
  "formula": "C4H5NO2",
  "method": "the ωB97M-V functional and the def2-TZVPD basis",
  "elements": ["O", "C", "C", "C", "C", "N", "O", "H", "H", "H", "H", "H"],
  "coordinates": [[1.50, 0.20, 1.50], [0.58, 0.12, 0.80], [-0.47, -0.90, 0.74], [-0.52, -1.35, -0.67], [-0.80, -0.06, -1.31], [-0.48, 1.10, -1.01], [0.34, 1.23, -0.05], [-1.42, -0.43, 1.02], [-0.25, -1.86, 1.24], [-1.33, -2.07, -0.96], [0.42, -1.72, -0.93], [-1.53, 0.06, -2.21]],
  "lowdin_charge": [0.197, -0.457, -0.108, -0.165, -0.194, 0.003, 0.016, 0.150, 0.148, 0.149, 0.114, 0.147],
  "gap_ev": 10.6,
  "smiles": "O=C1CCC=NO1",
  "de_lowest_kcal_mol": 69.0
}

---

Record 8
{
  "formula": "C5H8N3",
  "method": "the ωB97M-V functional and the def2-TZVPD basis",
  "elements": ["C", "C", "N", "C", "C", "N", "C", "N", "H", "H", "H", "H", "H", "H", "H", "H"],
  "coordinates": [[-2.55, 0.70, -0.45], [-1.55, 0.23, 0.25], [-0.24, 0.12, -0.22], [0.56, -1.13, 0.31], [1.88, -1.09, -0.28], [2.46, 0.02, -0.37], [1.79, 1.09, 0.18], [0.51, 1.22, 0.18], [-3.49, 0.70, 0.03], [-2.69, 0.74, -1.53], [-1.53, 0.42, 1.32], [-0.21, 0.02, -1.20], [-0.19, -2.01, 0.33], [0.66, -0.86, 1.47], [2.30, -2.00, -0.80], [2.29, 1.84, 0.76]],
  "lowdin_charge": [0.126, -0.156, -0.129, -0.037, -0.119, 0.141, -0.122, 0.128, 0.078, 0.100, 0.143, 0.179, 0.171, 0.194, 0.163, 0.139],
  "gap_ev": 10.1,
  "smiles": "C=C[N@@H+]1CC=NC=N1",
  "de_lowest_kcal_mol": 101.0,
  "total_charge": 1
}